Molecular formula: C28H97N7O17
Method: DFT, ωB97M-V with the def2-TZVPD basis set

Positions of all 149 atoms, in Å:
C -0.49590 -3.86082 3.67916
C -1.98848 -3.78263 3.35508
C -2.62037 -5.15501 3.15803
O -1.94564 -5.85388 2.12768
C -2.71810 -6.16024 0.98864
N -2.73647 -3.03975 4.36473
H -0.30892 -4.37426 4.62621
H -0.08986 -2.84809 3.68335
H 0.07536 -4.44117 2.94966
H -2.09213 -3.27172 2.39003
H -3.68788 -5.02157 2.96583
H -2.51558 -5.76065 4.06699
H -2.47038 -7.14189 0.58007
H -2.62247 -5.38255 0.22942
H -3.77924 -6.26620 1.25214
H -2.62318 -3.45950 5.28102
H -2.35151 -2.10441 4.43938
C -6.73698 -2.46577 -1.24916
C -5.25484 -2.73196 -1.08424
C -4.77427 -2.58889 0.34358
O -4.80634 -1.24111 0.78706
C -3.69428 -0.49224 0.35181
N -4.95364 -4.08841 -1.56532
H -7.07817 -2.68968 -2.26293
H -7.09069 -1.47091 -0.98717
H -7.26769 -3.17965 -0.60913
H -4.67797 -2.00539 -1.68012
H -3.77036 -3.00942 0.49046
H -5.43163 -3.13866 1.02314
H -3.32236 -0.73595 -0.64455
H -2.85429 -0.64356 1.04975
H -3.97514 0.55460 0.44864
H -5.21122 -4.18374 -2.53841
H -3.95336 -4.23216 -1.47269
C 3.18242 -5.56842 -1.55895
C 3.14884 -7.06134 -1.82638
C 2.29147 -7.75618 -0.79649
O 2.78919 -7.49357 0.49981
C 2.05940 -8.17094 1.48761
N 2.65140 -7.38489 -3.17720
H 3.73176 -5.01984 -2.32983
H 3.76201 -5.34855 -0.65672
H 2.20690 -5.09128 -1.45356
H 4.16356 -7.46290 -1.79050
H 2.27070 -8.84735 -0.94710
H 1.23081 -7.47417 -0.89152
H 2.35877 -7.79268 2.46381
H 2.20663 -9.25229 1.39135
H 0.97615 -7.98310 1.44854
H 2.00642 -6.66761 -3.48647
H 3.42723 -7.38612 -3.82460
C -0.54374 6.65034 -2.51265
C -1.35543 5.49255 -1.94268
C -2.44022 5.99047 -1.00010
O -3.33567 6.86694 -1.62543
C -4.05798 7.65359 -0.71083
N -1.90320 4.64468 -3.02251
H 0.33166 6.24598 -3.01775
H -0.19191 7.29643 -1.70440
H -1.18932 7.28559 -3.11856
H -0.67894 4.82521 -1.40021
H -1.92203 6.51888 -0.17993
H -2.94815 5.14108 -0.52215
H -3.40526 8.23183 -0.04579
H -4.71693 7.02471 -0.10342
H -4.63636 8.37287 -1.28717
H -2.58363 5.16112 -3.56723
H -2.38456 3.87102 -2.54918
C 0.60482 1.52077 -0.09898
C 0.23999 0.40018 -1.05642
C -0.02395 -0.93017 -0.40280
O 1.05003 -1.32836 0.44239
C 1.20722 -2.72943 0.52603
N -0.94771 0.77413 -1.85654
H -0.13494 1.54384 0.71004
H 0.68145 2.48057 -0.60701
H 1.56119 1.32934 0.38912
H 1.06633 0.25941 -1.76683
H -0.18826 -1.69376 -1.16746
H -0.93511 -0.89323 0.21139
H 1.64418 -2.96565 1.49804
H 1.78932 -3.15241 -0.29390
H 0.24017 -3.24699 0.56635
H -1.16538 0.01887 -2.51077
H -0.59472 1.52234 -2.45527
C 5.55877 8.13508 -0.38621
C 4.94769 7.73196 -1.73216
C 3.56541 7.14291 -1.59180
O 3.59881 6.11070 -0.64089
C 2.40131 5.39180 -0.60218
N 4.88535 8.90987 -2.61869
H 6.49445 8.66810 -0.55144
H 5.77105 7.23615 0.19131
H 4.85700 8.75431 0.17485
H 5.66258 7.00433 -2.13849
H 3.22249 6.76966 -2.57111
H 2.84398 7.91993 -1.29673
H 2.42745 4.57701 0.11911
H 2.19589 4.90315 -1.56850
H 1.54935 6.05148 -0.38824
H 4.34232 8.67568 -3.44457
H 5.82047 9.11248 -2.95113
C 1.27383 0.93981 5.25556
C 0.83311 0.00417 4.12442
C -0.63363 0.24027 3.77958
O -1.48926 -0.00057 4.87789
C -2.83441 0.25627 4.54655
N 1.68647 0.19778 2.96682
H 1.10624 1.97994 4.95369
H 2.32829 0.82299 5.50918
H 0.71278 0.74880 6.17051
H 0.93819 -0.98617 4.58106
H -0.89309 -0.35049 2.88840
H -0.72665 1.31280 3.53625
H -3.10010 -0.18897 3.58324
H -3.09810 1.32048 4.56666
H -3.45641 -0.20013 5.31856
H 1.47071 1.08941 2.52087
H 1.37670 -0.41735 2.20535
O 2.45462 3.14690 2.62176
H 2.79380 2.68162 3.39556
H 2.63298 4.07808 2.79051
O 4.64276 -2.55985 1.34636
H 4.47555 -3.50721 1.33696
H 4.46256 -2.28054 2.25054
O 3.59390 -0.29119 -0.08387
H 2.74853 -0.70141 0.16226
H 4.26783 -0.90842 0.23484
O -3.04124 2.44019 -1.43252
H -2.32770 1.73636 -1.49802
H -3.18687 2.55646 -0.49012
O 2.87852 -1.55716 -2.63118
H 2.68960 -0.92254 -3.33538
H 3.10275 -1.00008 -1.86723
O -1.99869 -3.63138 -1.87529
H -1.93113 -2.75842 -2.28739
H -1.95666 -4.24641 -2.61360
O 4.46582 2.34443 0.45175
H 3.82372 2.68235 1.08512
H 4.18801 1.42729 0.30014
O -1.71419 -1.47680 -3.74091
H -0.99910 -1.31527 -4.36756
H -2.52486 -1.34918 -4.24616
O 0.19804 2.79902 -3.67233
H 0.90730 3.38405 -3.95432
H -0.53925 3.40267 -3.39819
O 2.45671 0.90770 -4.12594
H 1.84502 1.64459 -3.99610
H 3.17989 1.25622 -4.65478

Cartesian forces, eV/Å:
C 0.170 -0.349 -0.363
C 0.298 -0.227 0.079
C 0.323 0.054 0.234
O -0.014 -0.320 -0.110
C -0.818 -0.093 0.115
N -0.173 0.122 -0.226
H -0.161 0.306 0.207
H 0.121 -0.031 0.270
H -0.214 0.075 -0.218
H -0.098 0.160 0.081
H 0.020 -0.086 -0.166
H -0.050 0.128 0.119
H 0.545 0.150 0.024
H 0.042 -0.039 -0.147
H 0.054 0.259 -0.022
H 0.063 -0.105 -0.027
H 0.004 -0.072 0.110
C -0.549 -0.560 0.259
C 0.411 0.080 -0.871
C -0.222 -0.079 0.735
O -0.021 -0.116 -0.474
C 0.248 0.094 1.007
N -0.168 0.026 0.673
H 0.182 0.124 -0.090
H 0.362 0.132 0.048
H -0.025 0.078 0.006
H -0.162 0.165 0.032
H 0.081 0.025 -0.253
H -0.054 -0.031 -0.104
H -0.292 0.119 -0.151
H -0.018 -0.110 -0.064
H 0.020 0.041 -0.382
H 0.022 -0.003 -0.028
H -0.107 -0.030 -0.224
C 1.013 0.701 0.215
C -0.215 0.243 -0.553
C -0.244 -0.983 0.237
O -0.196 0.466 -0.099
C -0.427 -0.020 0.217
N -0.096 -0.088 0.286
H -0.189 -0.186 -0.229
H -0.286 -0.145 0.169
H -0.166 -0.287 -0.063
H -0.002 0.010 0.293
H 0.274 0.081 -0.228
H 0.100 0.419 0.050
H 0.356 -0.232 -0.029
H 0.075 -0.018 0.240
H 0.063 0.093 -0.365
H -0.029 -0.031 -0.044
H -0.056 0.043 -0.087
C -0.208 -0.078 0.589
C -0.415 -0.019 -0.677
C 0.750 -0.048 1.092
O 0.224 0.026 -0.405
C -0.118 0.076 -0.016
N 0.400 -0.270 0.457
H -0.103 0.274 -0.402
H 0.078 -0.099 0.058
H 0.237 -0.160 -0.403
H -0.094 0.155 0.381
H -0.096 0.032 -0.030
H -0.207 0.007 -0.221
H 0.139 -0.164 0.000
H -0.088 0.107 0.040
H -0.155 -0.136 -0.012
H 0.011 -0.011 -0.043
H -0.255 0.242 -0.243
C -0.100 -0.548 0.555
C 0.392 0.213 -0.717
C -0.392 -0.297 0.327
O 0.167 0.138 -0.309
C -0.569 -0.791 0.656
N 0.350 -0.038 -0.149
H -0.123 0.358 -0.143
H -0.145 0.032 -0.020
H 0.095 0.014 -0.224
H 0.152 -0.054 0.272
H 0.107 0.008 -0.089
H 0.046 0.111 -0.098
H 0.408 0.157 -0.174
H 0.116 0.239 -0.041
H -0.090 0.198 -0.266
H -0.048 0.144 0.312
H -0.178 -0.140 0.012
C -0.444 -0.241 -0.161
C 1.007 0.528 0.183
C -0.082 0.012 -0.170
O 0.144 -0.253 0.155
C -0.606 -0.238 -0.463
N -0.285 -0.245 0.059
H -0.032 0.112 0.046
H -0.005 0.042 0.064
H 0.133 0.140 0.017
H -0.449 -0.375 -0.127
H 0.037 -0.139 0.044
H 0.112 0.081 0.089
H 0.359 0.216 0.224
H 0.048 0.126 -0.052
H 0.008 -0.021 0.105
H 0.034 0.070 -0.030
H -0.012 0.124 0.034
C -0.142 0.270 -0.059
C -0.090 0.377 1.258
C 0.311 0.769 0.232
O 0.158 -0.421 -0.264
C -0.571 -0.036 0.472
N -0.319 -0.427 -0.892
H -0.006 0.017 0.112
H 0.046 -0.128 -0.238
H -0.153 0.065 -0.101
H 0.092 -0.273 -0.657
H -0.241 -0.099 0.110
H 0.005 -0.096 -0.378
H -0.069 0.101 -0.046
H 0.353 0.084 -0.282
H 0.069 -0.142 -0.076
H 0.175 0.299 0.542
H 0.324 -0.257 0.421
O -0.008 0.146 0.011
H 0.054 -0.108 -0.053
H -0.010 0.027 -0.002
O 0.016 0.004 0.128
H 0.012 -0.022 -0.083
H 0.002 0.040 0.010
O 0.162 -0.067 -0.233
H -0.110 0.091 0.154
H -0.095 -0.111 0.001
O 0.204 -0.242 -0.022
H -0.327 0.248 0.220
H -0.051 0.019 0.028
O -0.201 -0.069 0.022
H 0.059 0.061 0.127
H 0.198 -0.050 -0.103
O 0.113 -0.024 0.209
H 0.057 -0.104 -0.144
H 0.105 0.007 -0.037
O 0.029 0.102 -0.045
H -0.025 -0.024 0.124
H -0.050 0.014 -0.060
O -0.073 0.000 -0.242
H 0.074 -0.077 0.036
H -0.028 0.048 0.034
O 0.107 0.054 0.110
H -0.171 0.293 0.019
H 0.058 0.276 -0.517
O -0.033 0.118 -0.151
H -0.121 -0.295 0.094
H 0.061 -0.026 0.032

Properties
- lowest unoccupied orbital energy (eV) = -0.12
- total charge = 0
- electronic energy (Ha) = -2787.2856
- ΔE to the lowest compared entry with this formula, charge and spin (kJ/mol) = 9.3
- gap between HOMO and LUMO (eV) = 8.95
- strongest force on any atom (eV Å⁻¹) = 1.3

Atom charges from the Mulliken analysis, given in e for atoms 1 to 5: number 1, C, carries -1.2236; number 2, C, carries 2.2621; number 3, C, carries -1.1533; number 4, O, carries -0.2534; number 5, C, carries -0.6515

***

Molecular formula: C29H15ClF4IN7O6PtS
Method: DFT, ωB97M-V with the def2-TZVPD basis set

Positions of all 65 atoms, in Å:
Pt -0.71829 -0.20466 -0.18739
C -1.98508 1.12300 7.17269
C -1.44464 0.37072 6.00216
C -2.29702 -0.22375 5.06819
C -1.79120 -0.93236 3.99273
C -0.41558 -1.04418 3.84519
C 0.45813 -0.48671 4.76987
C -0.06061 0.22562 5.83121
S 0.24579 -1.82114 2.40228
O 0.37172 -3.22746 2.57140
O 1.31798 -1.03988 1.86881
N -1.02642 -1.54687 1.24260
C -1.68852 -2.56638 0.63827
C -1.91629 -3.86485 1.12950
C -2.60754 -4.73999 0.31564
C -3.02438 -4.34212 -0.95121
C -2.76512 -3.03326 -1.36392
N -2.15500 -2.18398 -0.56468
H -3.06532 1.03343 7.25295
H -1.73196 2.18318 7.09199
H -1.52061 0.77597 8.09626
H -3.36817 -0.13290 5.19273
H -2.45818 -1.39302 3.27531
H 1.52722 -0.60937 4.64512
H 0.61330 0.68603 6.54236
H -1.50611 -4.17379 2.07844
H -2.81288 -5.74034 0.67220
H -3.55557 -5.01912 -1.60512
H -3.08635 -2.66585 -2.33068
O -0.09200 3.16486 -0.92785
Cl 0.50583 2.10334 -1.64258
O 1.04398 2.49487 -2.88257
O -0.57459 1.07572 -1.90700
O 1.48167 1.41569 -0.85528
F 1.64265 0.06027 -5.79346
C 2.66201 0.19041 -4.97070
C 3.65227 1.07337 -5.28113
F 3.56396 1.73456 -6.40734
C 4.76741 1.27960 -4.40844
C 4.75967 0.55939 -3.17246
C 3.73797 -0.28091 -2.84979
F 3.75563 -0.92158 -1.69393
C 2.67201 -0.51777 -3.74582
C 1.58492 -1.37596 -3.39021
C 1.08594 -1.41215 -2.11220
N 0.62108 -1.42073 -1.03989
C 0.85676 -2.09994 -4.37321
N 0.26252 -2.68537 -5.16517
F 5.73232 0.73079 -2.31111
C 5.80029 2.15049 -4.74133
C 7.00328 2.22952 -3.99725
N 7.99863 2.30192 -3.42469
C 5.73308 3.03700 -5.84539
N 5.67587 3.79558 -6.70853
I -0.01689 2.00631 2.07252
C -1.85372 2.16963 1.10516
C -2.68309 3.26535 1.22735
C -3.85798 3.28324 0.49244
C -4.16231 2.20766 -0.33479
C -3.28895 1.14644 -0.39758
N -2.15651 1.12200 0.32951
H -2.39307 4.09098 1.86064
H -4.52288 4.13394 0.55773
H -5.06263 2.19775 -0.93111
H -3.46842 0.28773 -1.02937

Cartesian forces, eV/Å:
Pt -1.144 0.152 -0.513
C 0.126 0.251 0.114
C 0.058 -0.227 -0.248
C 0.082 0.079 0.163
C 0.052 -0.087 -0.090
C -0.236 -0.088 -0.465
C 0.268 -0.016 -0.240
C -0.163 0.006 0.048
S 0.236 0.159 0.746
O 0.034 -0.123 -0.019
O -0.034 -0.073 0.039
N 0.360 0.393 -0.247
C -0.181 -0.530 0.259
C -0.024 -0.113 -0.021
C -0.047 0.024 0.140
C 0.338 0.053 0.016
C 0.427 -0.139 -0.685
N -0.226 1.167 0.561
H 0.000 -0.025 0.034
H -0.056 -0.007 -0.033
H -0.097 -0.067 0.010
H -0.009 -0.023 0.010
H -0.083 0.049 0.043
H 0.003 0.106 0.026
H 0.012 -0.074 0.050
H -0.030 -0.011 -0.062
H 0.017 -0.025 -0.060
H -0.182 0.097 0.034
H -0.115 0.013 0.049
O -0.257 0.354 0.050
Cl 1.008 0.634 -0.183
O -0.220 -0.018 -0.471
O -0.567 -1.169 0.517
O 0.387 -0.270 0.354
F -0.094 -0.079 -0.037
C 0.572 0.261 -0.357
C -0.814 -0.454 -0.145
F 0.084 0.075 0.015
C 1.118 1.032 -0.435
C -0.398 -0.616 0.590
C 0.495 0.514 -0.013
F -0.061 -0.032 0.107
C -0.926 -0.395 0.465
C 0.621 0.360 -0.521
C 0.160 -0.207 0.864
N 0.577 -0.261 -0.532
C -0.414 0.099 -0.308
N 0.031 -0.065 0.152
F 0.066 -0.014 -0.026
C -0.905 -0.763 0.295
C 0.434 0.112 0.379
N -0.100 0.023 -0.118
C -0.052 0.231 -0.469
N 0.091 -0.063 0.116
I -0.313 -0.161 -0.211
C 0.231 -0.072 0.303
C -0.008 -0.039 -0.021
C 0.090 -0.054 0.017
C 0.003 -0.010 0.068
C -0.177 -0.070 -0.030
N -0.029 0.197 -0.054
H -0.020 -0.002 0.018
H -0.004 0.003 -0.019
H 0.000 -0.038 -0.007
H 0.004 0.034 -0.013

Properties
- lowest unoccupied orbital energy (alpha / beta) (eV) = -10.18 / -10.18
- total charge = +2
- electronic energy (Ha) = -3622.6015
- ΔE to the lowest compared entry with this formula, charge and spin (kJ/mol) = 212.4
- gap between HOMO and LUMO (alpha / beta) (eV) = 3.81 / 3.81
- strongest force on any atom (eV Å⁻¹) = 1.6

Atom charges from the Mulliken analysis, given in e for atoms 1 to 5: number 1, Pt, carries 0.2003; number 2, C, carries -1.4445; number 3, C, carries 0.8230; number 4, C, carries -1.1152; number 5, C, carries -0.0906